DFT (wB97M-V/def2-TZVPD) results for an isolated molecule of C4H11N3O2.

Computed properties:
DFT total energy, a.u.: -473.68867
LUMO level, eV: 0.97
Kohn-Sham gap, eV: 9.79
SMILES: CN1O[C@](N)(O)[C@]1(C)N
Energy relative to the best compared isomer or geometry (same formula, charge and spin), kcal/mol: 71.59
Highest occupied orbital energy, hartree: -0.3245

Element x y z (Å)
C: -1.82918 1.12070 -0.32195
N: -0.82825 0.32650 -0.98604
O: 0.46885 1.24119 -1.24569
C: 1.15221 0.53137 -0.24734
N: 1.26168 1.29668 0.94160
O: 2.36470 -0.00514 -0.60823
C: -0.03940 -0.60300 -0.19053
C: -0.49086 -1.01639 1.19146
N: 0.35536 -1.74144 -0.99367
H: -2.66224 0.45631 -0.08379
H: -1.45948 1.59976 0.59088
H: -2.17126 1.88048 -1.02221
H: 1.48889 2.25659 0.71186
H: 1.95816 0.90809 1.56584
H: 2.19035 -0.79391 -1.15093
H: -0.60949 -0.15071 1.83584
H: -1.43615 -1.55849 1.13986
H: 0.26752 -1.66763 1.62284
H: -0.20152 -2.55915 -0.77379
H: 0.22010 -1.52181 -1.97598

---

DFT (wB97M-V/def2-TZVPD) results for an isolated molecule of C4H5FS.

Computed properties:
DFT total energy, a.u.: -653.40814
LUMO level, eV: -0.95
Kohn-Sham gap, eV: 7.97
SMILES: C/C=C(/F)C=S
Energy relative to the best compared isomer or geometry (same formula, charge and spin), kcal/mol: 20.58
Highest occupied orbital energy, hartree: -0.3281

Element x y z (Å)
C: 0.00203 1.47901 -0.03348
C: -0.94293 0.29592 0.10825
C: -0.53749 -0.93868 -0.00751
F: -1.41703 -1.95758 0.04805
C: 0.87138 -1.44859 -0.06721
S: 2.36211 -0.73763 0.07214
H: -0.57792 2.31102 -0.32199
H: 0.54983 1.67445 0.91907
H: 0.79957 1.42697 -0.76016
H: -1.99369 0.47501 0.25134
H: 0.88415 -2.57991 -0.20849

---

DFT (wB97M-V/def2-TZVPD) results for a structure of composition C2H3Br2O2Si.

Computed properties:
DFT total energy, a.u.: -5666.14133
LUMO level (alpha / beta), eV: 2.55 / 2.55
Charge: -1
Kohn-Sham gap (alpha / beta), eV: 7.59 / 7.59
Energy relative to the best compared isomer or geometry (same formula, charge and spin), kcal/mol: 27.33
Highest occupied orbital energy (alpha / beta), hartree: -0.1852 / -0.1852

Element x y z (Å)
C: 0.61088 1.03998 1.66375
C: -1.01940 -0.61896 -0.69507
O: 1.35645 0.89544 2.56093
O: -0.50717 1.47621 1.36226
Si: 0.68841 0.04714 -0.11454
Br: 1.90007 -2.79255 -0.89029
Br: 0.93418 1.77588 -1.59934
H: -1.43634 0.07419 -1.41572
H: -0.86749 -1.57619 -1.10214
H: -1.65959 -0.32112 0.23014

---

DFT (wB97M-V/def2-TZVPD) results for an isolated molecule of C4H6OS.

Computed properties:
DFT total energy, a.u.: -629.30367
LUMO level, eV: 0.89
Kohn-Sham gap, eV: 8.52
SMILES: C[C@@H]1OC=CS1
Energy relative to the best compared isomer or geometry (same formula, charge and spin), kcal/mol: 90.05
Highest occupied orbital energy, hartree: -0.2806

Element x y z (Å)
C: -0.71734 2.08728 -0.72849
C: -0.70914 0.42798 -0.65574
O: -1.12076 -0.18805 0.54040
C: -0.29510 -0.58778 1.50906
C: 0.84876 -0.93550 0.92884
S: 1.06717 -0.56420 -0.69165
H: -0.86829 2.52491 -1.80282
H: 0.31547 2.50580 -0.25082
H: -1.81061 2.20201 -0.20770
H: -1.40282 -0.22071 -1.38536
H: -0.83531 -1.05571 2.41637
H: 1.72988 -1.37654 1.65161

---

DFT (wB97M-V/def2-TZVPD) results for an isolated molecule of C4H9NO2.

Computed properties:
DFT total energy, a.u.: -362.84262
LUMO level, eV: 0.97
Kohn-Sham gap, eV: 9.58
SMILES: C=C(CN)COO
Energy relative to the best compared isomer or geometry (same formula, charge and spin), kcal/mol: 152.43
Highest occupied orbital energy, hartree: -0.3164

Element x y z (Å)
C: 1.39792 -0.96300 0.89128
C: 0.51846 -0.08796 0.47797
C: -1.09100 0.08725 1.24219
N: -2.07835 -0.60970 0.49648
C: 0.27980 0.86854 -0.54025
O: 1.66030 0.69542 -1.46302
O: 1.22960 0.85265 -2.83004
H: 1.20919 -1.58665 1.75413
H: 2.30623 -1.12187 0.33126
H: -0.87779 -0.35494 2.21963
H: -1.37373 1.12829 1.39594
H: -1.87299 -1.58993 0.35469
H: -2.98720 -0.17228 0.43162
H: 0.31464 1.91339 -0.22571
H: -0.52372 0.61056 -1.23184
H: 1.88865 0.33025 -3.30433

---

DFT (wB97M-V/def2-TZVPD) results for an isolated molecule of C7H12N2O.

Computed properties:
DFT total energy, a.u.: -458.56727
LUMO level, eV: 0.95
Kohn-Sham gap, eV: 10.79
SMILES: C=N[C@@H](C#N)[C@H](C)OCC
Energy relative to the best compared isomer or geometry (same formula, charge and spin), kcal/mol: 76.30
Highest occupied orbital energy, hartree: -0.3619

Element x y z (Å)
C: -2.71661 -1.93272 0.66232
N: -1.84065 -1.70059 -0.18324
C: -1.44157 -0.40452 -0.67073
C: -2.47061 0.64211 -0.73616
N: -3.39344 1.20860 -0.52620
C: -0.22436 0.10055 0.27326
C: -0.35402 1.50831 0.89045
O: 0.86882 0.16302 -0.59774
C: 2.15119 0.12634 0.03249
C: 3.16999 -0.03665 -1.07350
H: -2.80066 -3.01589 0.81307
H: -3.32886 -1.18811 1.26694
H: -0.91327 -0.71531 -1.66384
H: -0.08302 -0.62938 1.06430
H: -0.10673 2.21902 0.18402
H: -1.45878 1.69199 1.10257
H: 0.16015 1.73842 1.85024
H: 2.08194 1.10949 0.63787
H: 2.41371 -0.62176 0.77979
H: 3.16957 -1.07143 -1.38192
H: 2.97345 0.62315 -1.95666
H: 4.14378 0.18536 -0.76735

---

| no. | F_max (eV/Å) |
| --- | --- |
| 1 | 2.9 |
| 2 | 2.6 |
| 3 | 3.6 |
| 4 | 6.4 |
| 5 | 5.8 |
| 6 | 6.9 |